Record 1
Entry from the Open Molecules 2025 dataset: a cluster of 11 separate species, C38H107N13O11 in total at a distorted geometry (wB97M-V/def2-TZVPD).

The value obtained for the energy above the lowest of the compared OMol25 structures with the same formula, charge and spin is 51.5 kJ/mol. Its LUMO energy is 0.0124 Eh. The value obtained for the HOMO-LUMO gap is 9.3627 eV. Its spin multiplicity is 1.

Atoms and positions in Å:
1 C -21.96 -11.01 -8.74
2 O -22.24 -11.90 -9.79
3 C -23.26 -11.42 -10.65
4 C -23.77 -12.57 -11.48
5 C -24.77 -12.11 -12.53
6 N -24.42 -13.56 -10.58
7 H -21.16 -11.44 -8.14
8 H -22.82 -10.81 -8.11
9 H -21.57 -10.06 -9.15
10 H -24.07 -10.97 -10.08
11 H -22.81 -10.70 -11.34
12 H -22.94 -13.09 -11.97
13 H -25.11 -12.97 -13.10
14 H -24.27 -11.37 -13.16
15 H -25.61 -11.60 -12.06
16 H -23.83 -13.62 -9.75
17 H -24.32 -14.49 -10.98
18 C -21.36 -16.29 -18.08
19 O -22.29 -15.56 -17.33
20 C -23.38 -16.35 -16.90
21 C -24.24 -15.56 -15.93
22 C -25.01 -14.44 -16.62
23 N -23.43 -14.99 -14.84
24 H -20.43 -15.72 -18.11
25 H -21.72 -16.49 -19.10
26 H -21.06 -17.23 -17.59
27 H -23.99 -16.56 -17.79
28 H -23.02 -17.30 -16.48
29 H -24.99 -16.22 -15.49
30 H -24.36 -13.78 -17.20
31 H -25.50 -13.83 -15.85
32 H -25.80 -14.82 -17.26
33 H -23.04 -14.12 -15.19
34 H -22.65 -15.62 -14.71
35 C -21.60 -18.14 -14.12
36 O -21.32 -16.76 -14.10
37 C -20.00 -16.48 -13.63
38 C -19.69 -15.02 -13.84
39 C -19.62 -14.68 -15.32
40 N -18.43 -14.64 -13.21
41 H -21.10 -18.64 -14.95
42 H -22.68 -18.31 -14.12
43 H -21.31 -18.68 -13.21
44 H -19.98 -16.70 -12.55
45 H -19.30 -17.14 -14.15
46 H -20.50 -14.42 -13.40
47 H -19.50 -13.61 -15.52
48 H -20.56 -14.91 -15.83
49 H -18.77 -15.19 -15.77
50 H -18.16 -15.19 -12.40
51 H -17.67 -14.81 -13.86
52 C -21.73 -12.98 -19.32
53 O -21.46 -12.64 -20.67
54 C -22.30 -11.63 -21.15
55 C -21.92 -11.29 -22.59
56 C -20.94 -10.12 -22.60
57 N -23.18 -10.92 -23.28
58 H -22.77 -13.32 -19.24
59 H -21.65 -12.06 -18.71
60 H -21.06 -13.74 -18.95
61 H -23.33 -12.02 -21.14
62 H -22.23 -10.71 -20.55
63 H -21.49 -12.17 -23.06
64 H -20.21 -10.09 -21.78
65 H -21.42 -9.14 -22.64
66 H -20.33 -10.13 -23.52
67 H -23.50 -10.03 -22.92
68 H -22.95 -10.77 -24.26
69 C -17.86 -13.89 -18.61
70 O -18.26 -15.06 -19.27
71 C -18.42 -14.88 -20.66
72 C -18.75 -16.19 -21.34
73 C -17.57 -17.14 -21.43
74 N -19.33 -15.99 -22.67
75 H -18.65 -13.12 -18.63
76 H -16.98 -13.41 -19.08
77 H -17.60 -14.12 -17.58
78 H -19.25 -14.18 -20.82
79 H -17.54 -14.43 -21.16
80 H -19.49 -16.72 -20.73
81 H -17.81 -17.99 -22.07
82 H -17.19 -17.43 -20.45
83 H -16.68 -16.66 -21.88
84 H -18.73 -15.37 -23.21
85 H -20.20 -15.48 -22.58
86 C -26.31 -23.63 -14.98
87 O -25.53 -22.46 -15.04
88 C -25.22 -22.09 -16.37
89 C -24.21 -20.95 -16.33
90 C -24.22 -20.23 -17.68
91 N -22.86 -21.39 -15.98
92 H -26.57 -23.78 -13.94
93 H -25.76 -24.50 -15.37
94 H -27.22 -23.54 -15.59
95 H -24.78 -22.96 -16.87
96 H -26.13 -21.76 -16.90
97 H -24.62 -20.26 -15.59
98 H -25.06 -19.52 -17.63
99 H -24.42 -20.88 -18.53
100 H -23.29 -19.69 -17.85
101 H -22.59 -22.06 -16.70
102 H -22.86 -21.87 -15.09
103 C -22.49 -11.72 -15.27
104 O -22.88 -10.98 -16.39
105 C -24.01 -10.19 -16.11
106 C -24.61 -9.56 -17.33
107 C -24.84 -10.51 -18.49
108 N -23.91 -8.34 -17.76
109 H -22.17 -11.13 -14.41
110 H -21.67 -12.41 -15.51
111 H -23.36 -12.33 -14.98
112 H -24.80 -10.76 -15.60
113 H -23.70 -9.37 -15.44
114 H -25.61 -9.26 -16.98
115 H -25.29 -9.99 -19.33
116 H -25.50 -11.32 -18.17
117 H -23.91 -10.98 -18.80
118 H -24.45 -7.88 -18.48
119 H -23.92 -7.68 -16.99
120 C -29.66 -13.05 -18.78
121 O -29.98 -13.12 -17.42
122 C -29.84 -11.90 -16.75
123 C -28.42 -11.54 -16.38
124 C -27.93 -12.42 -15.23
125 N -28.28 -10.11 -16.09
126 H -28.63 -12.73 -18.96
127 H -30.31 -12.36 -19.33
128 H -29.81 -14.04 -19.23
129 H -30.29 -11.08 -17.34
130 H -30.48 -11.92 -15.86
131 H -27.81 -11.84 -17.24
132 H -28.66 -12.55 -14.43
133 H -26.94 -12.16 -14.84
134 H -27.77 -13.45 -15.57
135 H -27.66 -9.99 -15.29
136 H -29.17 -9.73 -15.80
137 C -24.73 -18.28 -21.05
138 O -24.72 -16.92 -21.38
139 C -25.58 -16.10 -20.62
140 C -25.44 -14.69 -21.16
141 C -26.40 -13.68 -20.54
142 N -25.59 -14.62 -22.62
143 H -23.79 -18.72 -21.38
144 H -25.60 -18.79 -21.47
145 H -24.78 -18.46 -19.96
146 H -26.62 -16.42 -20.75
147 H -25.31 -16.15 -19.56
148 H -24.46 -14.25 -20.91
149 H -26.53 -13.78 -19.46
150 H -27.43 -13.79 -20.91
151 H -26.07 -12.68 -20.80
152 H -25.16 -15.45 -23.01
153 H -26.58 -14.75 -22.83
154 N -23.99 -17.77 -9.91
155 C -24.16 -17.45 -11.23
156 N -23.32 -16.50 -11.72
157 O -25.07 -17.93 -11.90
158 H -24.46 -18.56 -9.51
159 H -23.27 -17.34 -9.37
160 H -22.75 -16.00 -11.06
161 H -23.23 -16.36 -12.72
162 N -27.16 -17.22 -13.85
163 C -28.49 -17.57 -13.94
164 N -29.01 -18.08 -12.78
165 O -29.13 -17.42 -14.96
166 H -26.78 -16.88 -14.71
167 H -26.67 -17.21 -12.97
168 H -28.43 -18.35 -12.01
169 H -29.93 -18.46 -12.77

---

Record 2
Entry from the Open Molecules 2025 dataset: an isolated molecule of C7H9N at a distorted geometry (wB97M-V/def2-TZVPD).

The value obtained for the energy above the lowest of the compared OMol25 structures with the same formula, charge and spin is 289.6 kJ/mol. Its LUMO energy is 0.0385 Eh. The value obtained for the HOMO-LUMO gap is 9.2131 eV. Its spin multiplicity is 1.

Atoms and positions in Å:
1 C 1.70 -1.23 -0.84
2 C 0.77 -0.27 -0.68
3 C 0.09 0.55 -1.71
4 C -0.76 1.45 -1.11
5 C -0.94 1.26 0.30
6 C 0.02 0.03 0.52
7 C -0.57 -1.15 1.30
8 N 0.65 -0.43 1.70
9 H 2.11 -1.43 -1.77
10 H 2.09 -1.66 0.09
11 H 0.31 0.52 -2.82
12 H -1.36 2.09 -1.76
13 H -0.62 2.03 0.97
14 H -2.02 1.17 0.58
15 H -1.54 -0.95 1.71
16 H -0.35 -2.13 0.93
17 H 0.44 0.14 2.60

---

Record 3
Entry from the Open Molecules 2025 dataset: an isolated molecule of C5H7N3 at a distorted geometry (wB97M-V/def2-TZVPD).

The value obtained for the energy above the lowest of the compared OMol25 structures with the same formula, charge and spin is 222.7 kJ/mol. Its LUMO energy is 0.0314 Eh. The value obtained for the HOMO-LUMO gap is 8.6576 eV. Its spin multiplicity is 1.

Atoms and positions in Å:
1 C -2.33 -0.47 0.00
2 N -1.52 -1.47 0.02
3 C -0.27 -0.84 -0.03
4 C -0.38 0.51 -0.07
5 N -1.74 0.81 -0.05
6 C 0.93 1.07 -0.11
7 C 1.78 -0.20 0.19
8 N 1.06 -1.33 -0.43
9 H -3.42 -0.27 0.02
10 H -2.07 1.73 -0.33
11 H 1.15 1.42 -1.10
12 H 0.93 1.82 0.64
13 H 2.80 -0.20 -0.26
14 H 1.79 -0.48 1.32
15 H 1.29 -2.10 0.20

---

Record 4
Entry from the Open Molecules 2025 dataset: a structure of composition C29H16F9KNO4PS3 at a distorted geometry (wB97M-V/def2-TZVPD).

The value obtained for the energy above the lowest of the compared OMol25 structures with the same formula, charge and spin is 63.0 kJ/mol. Its LUMO energy is 0.1318 Eh. The value obtained for the HOMO-LUMO gap is 4.1715 eV. As for the total charge: -2. Its spin multiplicity is 1.

Atoms and positions in Å:
1 K 0.20 0.36 0.05
2 S -1.66 5.21 1.26
3 C -1.15 3.69 0.65
4 S 0.29 3.51 -0.31
5 S -2.09 2.25 1.08
6 O 2.50 0.03 -0.05
7 C 3.31 -0.87 -0.03
8 C 3.01 -2.30 -0.08
9 C 4.09 -3.16 -0.09
10 C 3.91 -4.53 -0.16
11 C 2.61 -5.08 -0.22
12 C 1.53 -4.26 -0.21
13 C 1.64 -2.81 -0.13
14 O 0.64 -2.08 -0.10
15 N 5.06 -5.40 -0.18
16 O 4.87 -6.62 -0.20
17 O 6.18 -4.91 -0.10
18 H 4.39 -0.63 0.04
19 H 5.10 -2.77 -0.05
20 H 2.50 -6.15 -0.29
21 H 0.52 -4.67 -0.27
22 F -8.60 0.77 2.13
23 C -7.76 1.46 1.33
24 F -8.44 1.71 0.20
25 F -7.56 2.65 1.92
26 C -6.48 0.72 1.06
27 C -6.15 -0.41 1.80
28 C -4.96 -1.07 1.54
29 C -4.10 -0.61 0.55
30 C -4.42 0.54 -0.16
31 C -5.61 1.21 0.10
32 P -2.53 -1.49 0.09
33 C -3.34 -3.04 -0.51
34 C -3.76 -4.11 0.28
35 C -4.44 -5.18 -0.28
36 C -4.70 -5.19 -1.64
37 C -4.29 -4.15 -2.44
38 C -3.61 -3.08 -1.87
39 C -5.43 -6.38 -2.22
40 F -6.61 -6.60 -1.60
41 F -5.71 -6.23 -3.53
42 F -4.72 -7.51 -2.10
43 C -1.89 -1.95 1.75
44 C -1.28 -3.17 2.01
45 C -0.69 -3.43 3.23
46 C -0.68 -2.45 4.21
47 C -1.24 -1.20 3.95
48 C -1.85 -0.95 2.73
49 C -0.04 -2.69 5.55
50 F -0.91 -2.47 6.56
51 F 0.40 -3.95 5.69
52 F 1.00 -1.87 5.77
53 H -6.83 -0.77 2.56
54 H -4.71 -1.95 2.12
55 H -3.72 0.96 -0.87
56 H -5.84 2.12 -0.43
57 H -3.57 -4.10 1.34
58 H -4.76 -6.00 0.34
59 H -4.50 -4.16 -3.50
60 H -3.27 -2.26 -2.50
61 H -1.24 -3.93 1.24
62 H -0.22 -4.39 3.42
63 H -1.21 -0.42 4.70
64 H -2.25 0.04 2.53